{
  "formula": "C15H6Br2CoF5NO2S",
  "method": "ωB97M-V/def2-TZVPD",
  "symbols": ["Co", "Br", "C", "C", "C", "Br", "C", "C", "C", "C", "N", "C", "C", "O", "H", "H", "H", "H", "O", "H", "H", "F", "C", "C", "F", "C", "F", "C", "S", "C", "F", "C", "F"],
  "positions_angstrom": [[0.311, -1.494, 0.849], [-0.204, -1.559, 5.918], [-0.449, -0.108, 4.752], [-0.808, 1.151, 5.224], [-0.985, 2.217, 4.360], [-1.486, 3.901, 5.056], [-0.798, 2.062, 2.957], [-0.952, 3.076, 1.996], [-0.739, 2.771, 0.673], [-0.375, 1.476, 0.309], [-0.224, 0.506, 1.190], [-0.432, 0.781, 2.492], [-0.255, -0.350, 3.369], [0.056, -1.468, 2.859], [-0.954, 1.293, 6.286], [-1.235, 4.073, 2.299], [-0.846, 3.516, -0.096], [-0.202, 1.226, -0.724], [0.818, -3.544, 0.862], [0.654, -4.109, 1.624], [1.295, -4.053, 0.197], [0.799, -0.703, -7.114], [0.724, -0.819, -5.799], [0.850, -2.070, -5.194], [1.045, -3.144, -5.944], [0.775, -2.180, -3.813], [0.902, -3.372, -3.231], [0.574, -1.059, -2.998], [0.522, -1.293, -1.271], [0.447, 0.186, -3.623], [0.253, 1.282, -2.883], [0.520, 0.310, -5.005], [0.399, 1.500, -5.576]],
  "forces_ev_per_a": [[-0.064, -0.445, 0.198], [-0.100, 0.467, -0.218], [-0.024, -0.317, 0.877], [0.071, -0.375, 0.174], [-0.186, 0.549, 0.364], [0.198, -0.681, -0.175], [0.162, -0.478, -0.516], [0.035, -0.117, -0.075], [-0.037, 0.057, 0.256], [-0.029, 0.212, -0.223], [-0.051, 0.115, 0.417], [-0.141, 0.791, -0.440], [0.177, -0.552, -0.504], [-0.114, 0.413, 0.499], [0.008, -0.011, 0.001], [-0.002, 0.017, 0.013], [-0.020, 0.122, -0.096], [0.060, -0.157, -0.098], [-0.140, 0.272, 0.459], [0.070, -0.080, 0.027], [-0.055, 0.146, -0.176], [-0.010, 0.007, -0.012], [-0.033, -0.068, 0.672], [-0.048, 0.330, 0.116], [0.019, -0.124, -0.073], [-0.059, 0.502, 0.047], [0.029, -0.090, -0.292], [0.035, -0.267, -0.435], [0.149, 0.498, -0.732], [0.083, -0.633, -0.062], [-0.017, 0.137, -0.041], [0.057, -0.391, 0.077], [-0.021, 0.151, -0.031]],
  "multiplicity": 5,
  "charge": 1,
  "de_lowest_kcal_mol": 27.2,
  "e_homo_ev": [-10.94, -11.03],
  "gap_ha": [0.241, 0.160]
}

***

{
  "formula": "C4H7N3",
  "method": "ωB97M-V/def2-TZVPD",
  "symbols": ["H", "N", "C", "N", "C", "C", "C", "N", "H", "H", "H", "H", "H", "H"],
  "positions_angstrom": [[-2.728, 0.867, -1.546], [-1.825, 1.319, -1.685], [-0.966, 0.765, -0.944], [0.396, 1.050, -0.766], [0.534, 0.200, 0.437], [1.631, -0.849, 0.401], [-0.904, -0.256, 0.166], [-1.766, -1.024, 0.667], [-1.383, -1.515, 1.480], [0.708, 2.013, -0.776], [0.576, 0.780, 1.369], [2.620, -0.384, 0.479], [1.590, -1.426, -0.528], [1.518, -1.540, 1.245]],
  "forces_ev_per_a": [[0.057, 0.027, -0.044], [0.247, -0.279, 0.270], [-0.308, 0.286, -0.239], [-0.028, 0.216, -0.026], [0.118, -0.139, 0.272], [0.019, -0.016, -0.006], [-0.323, -0.245, 0.234], [0.370, 0.197, -0.093], [-0.064, -0.016, -0.121], [0.056, -0.152, -0.116], [0.014, -0.046, -0.106], [-0.158, -0.059, -0.023], [-0.021, 0.114, 0.114], [0.022, 0.112, -0.118]],
  "smiles": "[H]/N=C1/N[C@H](C)/C1=N\\[H]",
  "de_lowest_kcal_mol": 24.2,
  "e_homo_ev": -9.53,
  "gap_ha": 0.367
}

***

{
  "formula": "C21H8Cl3NO3",
  "method": "ωB97M-V/def2-TZVPD",
  "symbols": ["O", "C", "C", "C", "C", "C", "C", "C", "C", "O", "C", "C", "C", "Cl", "C", "C", "C", "O", "C", "C", "C", "Cl", "C", "C", "Cl", "C", "N", "C", "H", "H", "H", "H", "H", "H", "H", "H"],
  "positions_angstrom": [[-1.560, 3.589, -2.119], [-0.761, 2.781, -1.662], [0.671, 3.151, -1.691], [1.121, 4.270, -2.459], [2.505, 4.563, -2.531], [3.407, 3.814, -1.736], [2.991, 2.748, -0.971], [1.612, 2.432, -0.915], [1.130, 1.298, -0.115], [1.897, 0.812, 0.701], [-0.216, 0.727, -0.333], [-1.171, 1.478, -1.068], [-2.478, 0.942, -1.260], [-3.701, 1.728, -2.179], [-2.785, -0.293, -0.695], [-1.903, -1.040, 0.028], [-2.333, -2.257, 0.656], [-3.482, -2.680, 0.555], [-1.411, -3.014, 1.467], [-1.787, -4.198, 2.092], [-0.843, -4.912, 2.849], [-1.378, -6.310, 3.756], [0.439, -4.378, 2.951], [0.826, -3.242, 2.262], [2.537, -2.718, 2.362], [-0.117, -2.566, 1.507], [0.279, -1.396, 0.895], [-0.608, -0.552, 0.202], [0.403, 4.827, -3.032], [2.871, 5.339, -3.182], [4.486, 3.992, -1.830], [3.763, 2.148, -0.467], [-3.792, -0.693, -0.833], [-2.821, -4.534, 2.047], [1.101, -4.967, 3.533], [1.109, -0.891, 1.215]],
  "forces_ev_per_a": [[0.388, -0.905, 0.406], [-0.681, 1.527, -0.505], [1.980, 0.631, 0.236], [1.010, -1.058, 0.412], [-1.088, -0.985, 1.150], [0.113, 0.337, -1.182], [-0.421, -0.279, 0.356], [-0.313, 0.715, -1.199], [0.635, -0.615, 0.332], [-0.089, -0.449, 0.325], [-1.126, -0.303, -0.154], [-0.444, -1.051, 0.134], [1.099, -0.097, 0.439], [-0.097, -0.084, 0.012], [-1.512, 0.751, -0.979], [1.085, 1.223, -0.232], [-2.324, -1.684, 0.413], [0.141, 0.582, -0.377], [0.267, -0.520, -0.243], [0.278, -0.895, 0.921], [-1.459, 1.476, -0.753], [0.494, 0.391, -0.328], [-0.072, -0.619, -0.227], [0.988, -1.056, 0.850], [-1.395, -0.253, -0.102], [1.602, 1.427, 0.204], [-0.468, 2.002, -0.756], [1.385, -0.550, 0.642], [-0.151, 0.102, -0.113], [-0.025, 0.167, -0.005], [-0.503, 0.104, 0.102], [-0.793, 0.237, -0.018], [0.284, 0.127, 0.062], [0.231, 0.141, -0.157], [0.939, -0.033, 0.453], [0.040, -0.504, -0.117]],
  "smiles": "O=C1c2ccccc2C(=O)c2c1c(Cl)cc1c(=O)c3cc(Cl)cc(Cl)c3[nH]c21",
  "e_homo_ev": -8.52,
  "gap_ha": 0.248
}

***

{
  "formula": "C24H56N2O5",
  "method": "ωB97M-V/def2-TZVPD",
  "symbols": ["C", "C", "C", "C", "C", "C", "C", "C", "C", "N", "O", "H", "H", "H", "H", "H", "H", "H", "H", "H", "H", "H", "H", "H", "H", "H", "H", "H", "H", "H", "C", "C", "C", "C", "C", "C", "C", "C", "C", "N", "O", "H", "H", "H", "H", "H", "H", "H", "H", "H", "H", "H", "H", "H", "H", "H", "H", "H", "H", "H", "C", "C", "O", "H", "H", "H", "H", "H", "H", "C", "C", "O", "H", "H", "H", "H", "H", "H", "C", "C", "O", "H", "H", "H", "H", "H", "H"],
  "positions_angstrom": [[13.111, -22.156, -11.422], [13.433, -23.598, -11.589], [14.831, -23.959, -11.024], [13.289, -23.816, -13.124], [12.982, -25.234, -13.480], [11.726, -25.681, -12.839], [11.747, -25.617, -11.308], [10.281, -25.710, -10.856], [12.591, -26.851, -10.823], [12.390, -24.354, -10.867], [12.209, -24.079, -9.612], [12.060, -22.015, -11.658], [13.671, -21.622, -12.188], [13.367, -21.688, -10.424], [15.067, -24.955, -11.217], [14.868, -23.708, -9.924], [15.584, -23.361, -11.501], [12.515, -23.257, -13.523], [14.213, -23.514, -13.609], [12.990, -25.259, -14.580], [13.819, -25.844, -13.082], [11.010, -25.067, -13.209], [11.528, -26.700, -13.187], [9.596, -25.041, -11.358], [10.182, -25.542, -9.755], [9.850, -26.726, -10.905], [12.677, -26.809, -9.737], [13.623, -26.906, -11.212], [12.088, -27.807, -11.121], [11.303, -23.817, -9.500], [15.602, -18.882, -10.345], [16.651, -19.573, -11.212], [16.132, -19.686, -12.720], [16.958, -20.996, -10.657], [17.867, -21.028, -9.474], [19.206, -20.346, -9.821], [19.023, -18.929, -10.207], [18.672, -17.972, -9.034], [20.380, -18.485, -10.848], [17.902, -18.846, -11.213], [18.018, -17.875, -12.003], [15.414, -17.906, -10.776], [15.865, -18.873, -9.332], [14.636, -19.390, -10.350], [16.843, -20.284, -13.365], [15.961, -18.647, -13.060], [15.211, -20.195, -12.847], [16.054, -21.553, -10.426], [17.460, -21.628, -11.424], [17.331, -20.583, -8.632], [18.003, -22.094, -9.226], [19.842, -20.468, -8.997], [19.682, -20.925, -10.562], [18.033, -18.546, -8.329], [18.072, -17.145, -9.448], [19.524, -17.647, -8.550], [21.088, -18.436, -10.068], [20.284, -17.479, -11.165], [20.670, -19.121, -11.692], [17.242, -17.341, -11.912], [14.951, -20.362, -17.332], [14.937, -21.263, -16.051], [13.702, -21.510, -15.503], [15.984, -20.286, -17.770], [14.804, -19.340, -16.955], [14.176, -20.688, -17.972], [15.557, -20.875, -15.221], [15.334, -22.207, -16.361], [13.400, -20.639, -15.165], [18.786, -19.554, -16.504], [18.151, -18.774, -15.402], [18.866, -19.117, -14.180], [19.639, -20.106, -16.194], [19.095, -18.977, -17.351], [18.067, -20.255, -16.983], [17.061, -18.937, -15.258], [18.173, -17.699, -15.569], [18.381, -18.790, -13.432], [16.838, -23.326, -13.784], [18.029, -22.707, -14.533], [18.788, -21.991, -13.617], [17.073, -23.787, -12.823], [16.435, -24.034, -14.493], [16.169, -22.503, -13.596], [17.585, -22.062, -15.307], [18.597, -23.440, -15.015], [18.876, -21.066, -13.941]],
  "forces_ev_per_a": [[0.557, 1.829, 0.972], [-0.459, -0.941, 0.353], [-1.010, 2.097, 0.853], [1.648, -1.402, 1.571], [2.194, -0.345, -0.009], [1.511, -1.802, 0.537], [1.416, -0.730, -0.665], [0.000, -0.667, 2.009], [-0.728, -0.419, 0.103], [-0.976, -1.601, -5.686], [0.698, 0.605, 4.557], [-0.164, 0.169, 0.193], [0.150, 0.336, 0.050], [-0.368, -0.675, -0.942], [0.337, -1.847, -0.048], [-0.133, -0.540, -1.047], [0.306, 0.372, -0.184], [-1.565, 1.634, -0.528], [0.025, 0.210, 0.064], [-0.228, -0.577, 0.277], [-0.217, -0.025, -0.620], [-2.725, 1.843, -0.993], [-0.317, 0.005, 0.349], [0.084, 0.333, -0.293], [0.173, 0.200, -0.657], [0.486, 0.251, -0.566], [-0.059, -0.144, 0.084], [-0.536, 0.387, -0.059], [0.325, 0.707, 0.360], [-0.716, 0.582, 0.154], [-0.896, -0.439, -1.626], [-0.075, -1.949, -0.568], [1.641, 0.379, 0.655], [-0.065, -0.486, -1.458], [0.171, -0.223, 0.283], [-2.202, -1.060, 1.141], [-0.209, 1.273, -0.954], [-2.233, -1.680, -1.163], [-1.956, -0.321, -0.390], [1.550, -6.693, 4.432], [0.453, 5.447, -4.543], [-0.059, 0.616, 0.376], [0.738, 0.500, 1.458], [-0.026, -0.206, -0.391], [-0.441, 1.110, 0.809], [0.216, -0.572, -0.394], [-1.129, -0.503, 0.541], [-0.432, 0.344, 0.036], [-0.280, 0.714, -0.012], [0.395, 0.160, 0.280], [0.213, 0.391, 0.115], [1.063, 0.342, 1.491], [0.367, -0.497, -1.438], [0.324, 0.587, -0.213], [0.428, -0.078, 0.358], [1.715, 0.893, 1.148], [1.077, -0.482, 0.851], [-0.065, 1.039, -0.690], [0.022, 0.104, 0.305], [-0.748, 1.480, 0.107], [1.727, 0.855, 2.528], [1.807, 0.557, -0.877], [-1.972, 1.049, 0.508], [-1.105, -0.615, 0.083], [-0.530, 0.006, -0.460], [-0.565, -0.155, -0.991], [0.382, 0.100, -0.735], [0.330, -0.810, 0.085], [-0.135, -0.937, -0.184], [-1.497, -0.793, -1.576], [-0.248, 0.352, 1.632], [0.097, -0.547, -1.948], [0.646, -0.475, 0.565], [0.308, 0.811, -0.318], [0.414, 0.086, 0.577], [0.512, -0.540, -0.204], [0.535, 0.259, -0.037], [-0.331, 0.675, 0.739], [0.931, 0.284, -0.812], [-1.949, 0.525, 1.033], [0.826, 1.466, 0.029], [0.348, -0.115, -0.354], [-0.755, -0.414, 0.151], [-0.636, 0.060, 0.135], [0.292, -0.020, 0.008], [1.099, -1.282, -0.778], [0.201, -0.417, 0.463]],
  "smiles": "CC1(C)CCCC(C)(C)N1O.CC1(C)CCCC(C)(C)N1O.CCO.CCO.CCO",
  "de_lowest_kcal_mol": 91.4,
  "e_homo_ev": -7.33,
  "gap_ha": 0.287
}